(i)
{
  "formula": "C49H47Cl2N4O2Ta",
  "method": "ωB97M-V with the def2-TZVPD basis set",
  "orbital_gap_ev": 6.2,
  "homo_energy_ev": -12.795,
  "charge": 2,
  "symbols": ["Ta", "C", "C", "C", "C", "C", "C", "C", "C", "C", "C", "C", "C", "H", "H", "H", "H", "H", "H", "H", "H", "H", "H", "H", "H", "H", "H", "H", "H", "H", "H", "Cl", "C", "C", "C", "Cl", "C", "C", "C", "C", "N", "C", "C", "O", "H", "H", "H", "H", "N", "C", "N", "C", "C", "O", "C", "C", "H", "H", "H", "H", "H", "H", "H", "H", "C", "C", "C", "C", "C", "C", "C", "C", "C", "C", "H", "H", "H", "H", "H", "H", "H", "N", "C", "C", "C", "C", "C", "C", "C", "C", "C", "C", "C", "C", "C", "H", "H", "H", "H", "H", "H", "H", "H", "H", "H"],
  "coordinates": [[-0.37, 0.44, 0.33], [-0.28, 3.97, 1.30], [-0.79, 2.67, 1.87], [-2.18, 2.48, 1.95], [-3.09, 3.56, 1.42], [-2.70, 1.36, 2.62], [-4.18, 1.16, 2.79], [-1.83, 0.44, 3.24], [-2.41, -0.73, 3.99], [-0.45, 0.66, 3.23], [0.42, -0.21, 4.09], [0.10, 1.73, 2.47], [1.58, 2.03, 2.48], [-0.48, 4.07, 0.23], [0.78, 4.10, 1.45], [-0.79, 4.79, 1.80], [-4.07, 3.18, 1.14], [-2.66, 4.04, 0.54], [-3.24, 4.33, 2.18], [-4.54, 0.32, 2.19], [-4.75, 2.04, 2.52], [-4.41, 0.93, 3.83], [-3.29, -1.13, 3.48], [-2.71, -0.44, 4.99], [-1.69, -1.54, 4.10], [0.35, -1.26, 3.80], [0.07, -0.14, 5.12], [1.47, 0.07, 4.08], [1.80, 2.75, 3.27], [1.92, 2.45, 1.54], [2.17, 1.14, 2.67], [3.05, 3.53, -0.83], [1.78, 3.31, -1.98], [1.88, 3.91, -3.25], [0.92, 3.68, -4.20], [1.07, 4.42, -5.75], [-0.19, 2.83, -3.93], [-1.20, 2.49, -4.86], [-2.18, 1.62, -4.48], [-2.18, 1.10, -3.17], [-1.28, 1.42, -2.27], [-0.29, 2.26, -2.65], [0.71, 2.52, -1.67], [0.55, 1.89, -0.51], [2.72, 4.55, -3.47], [-1.17, 2.91, -5.86], [-2.96, 1.32, -5.16], [-2.95, 0.40, -2.87], [0.68, -0.40, -1.38], [1.43, -0.61, -2.24], [2.25, -0.86, -3.21], [2.96, -2.16, -3.29], [4.41, -1.93, -2.91], [4.99, -0.91, -3.71], [4.35, 0.33, -3.53], [2.89, 0.25, -3.95], [2.88, -2.51, -4.32], [2.47, -2.87, -2.63], [4.99, -2.84, -3.08], [4.48, -1.66, -1.85], [4.88, 1.06, -4.14], [4.41, 0.64, -2.47], [2.81, 0.02, -5.01], [2.35, 1.18, -3.74], [-6.12, 0.25, -1.14], [-5.22, 1.22, -0.62], [-3.92, 0.88, -0.36], [-3.42, -0.41, -0.61], [-2.05, -0.77, -0.34], [-1.66, -2.05, -0.70], [-2.53, -2.99, -1.29], [-3.84, -2.66, -1.50], [-4.31, -1.36, -1.17], [-5.66, -1.00, -1.41], [-7.15, 0.52, -1.33], [-5.57, 2.23, -0.44], [-3.23, 1.64, -0.01], [-0.65, -2.38, -0.52], [-2.16, -3.97, -1.54], [-4.53, -3.37, -1.93], [-6.33, -1.75, -1.82], [0.58, -0.95, 1.16], [1.48, -1.80, 1.51], [1.08, -3.20, 1.74], [-0.25, -3.48, 2.06], [-0.66, -4.79, 2.23], [0.25, -5.83, 2.05], [1.56, -5.56, 1.70], [1.98, -4.25, 1.55], [2.89, -1.37, 1.68], [3.68, -1.91, 2.69], [4.98, -1.47, 2.86], [5.51, -0.50, 2.02], [4.72, 0.05, 1.01], [3.41, -0.37, 0.85], [-0.95, -2.67, 2.19], [-1.69, -5.01, 2.50], [-0.07, -6.85, 2.18], [2.26, -6.37, 1.55], [3.01, -4.04, 1.26], [3.28, -2.66, 3.35], [5.59, -1.88, 3.66], [6.53, -0.16, 2.15], [5.13, 0.81, 0.36], [2.79, 0.07, 0.08]]
}



(ii)
{
  "formula": "C49H47Cl2N4O2Ta",
  "method": "ωB97M-V with the def2-TZVPD basis set",
  "orbital_gap_ev": 5.9,
  "homo_energy_ev": -12.592,
  "charge": 2,
  "symbols": ["Ta", "C", "C", "C", "C", "C", "C", "C", "C", "C", "C", "C", "C", "H", "H", "H", "H", "H", "H", "H", "H", "H", "H", "H", "H", "H", "H", "H", "H", "H", "H", "Cl", "C", "C", "C", "Cl", "C", "C", "C", "C", "N", "C", "C", "O", "H", "H", "H", "H", "N", "C", "N", "C", "C", "O", "C", "C", "H", "H", "H", "H", "H", "H", "H", "H", "C", "C", "C", "C", "C", "C", "C", "C", "C", "C", "H", "H", "H", "H", "H", "H", "H", "N", "C", "C", "C", "C", "C", "C", "C", "C", "C", "C", "C", "C", "C", "H", "H", "H", "H", "H", "H", "H", "H", "H", "H"],
  "coordinates": [[-0.52, -0.57, 0.00], [-3.61, 3.12, 1.86], [-3.32, 1.81, 1.17], [-2.92, 0.70, 1.93], [-2.61, 0.88, 3.40], [-2.86, -0.56, 1.34], [-2.76, -1.81, 2.18], [-3.14, -0.71, -0.06], [-3.51, -2.07, -0.60], [-3.31, 0.45, -0.85], [-3.51, 0.31, -2.34], [-3.42, 1.71, -0.22], [-3.65, 2.94, -1.06], [-2.72, 3.76, 1.89], [-3.94, 2.96, 2.88], [-4.39, 3.67, 1.35], [-3.52, 0.80, 4.01], [-2.17, 1.86, 3.59], [-1.92, 0.13, 3.76], [-3.75, -2.08, 2.54], [-2.12, -1.68, 3.05], [-2.38, -2.67, 1.62], [-2.78, -2.85, -0.37], [-3.64, -2.06, -1.67], [-4.46, -2.36, -0.14], [-4.55, 0.06, -2.56], [-2.87, -0.48, -2.75], [-3.28, 1.23, -2.87], [-4.67, 2.97, -1.45], [-2.98, 2.95, -1.92], [-3.47, 3.85, -0.50], [0.89, -4.20, 0.14], [0.53, -4.06, -1.54], [1.02, -5.05, -2.42], [0.76, -4.95, -3.75], [1.38, -6.17, -4.81], [0.00, -3.87, -4.29], [-0.29, -3.72, -5.66], [-1.02, -2.64, -6.06], [-1.47, -1.72, -5.09], [-1.23, -1.83, -3.81], [-0.49, -2.90, -3.40], [-0.20, -3.00, -2.01], [-0.65, -2.02, -1.20], [1.59, -5.87, -2.02], [0.07, -4.45, -6.37], [-1.26, -2.49, -7.11], [-2.07, -0.87, -5.40], [-0.53, 1.56, 0.45], [-0.10, 2.63, 0.61], [0.44, 3.79, 0.77], [0.20, 4.62, 1.96], [-0.54, 5.88, 1.52], [0.18, 6.54, 0.50], [0.29, 5.75, -0.67], [1.08, 4.48, -0.37], [1.17, 4.88, 2.38], [-0.36, 4.05, 2.70], [-0.62, 6.58, 2.35], [-1.54, 5.63, 1.17], [0.81, 6.35, -1.41], [-0.71, 5.49, -1.05], [2.10, 4.73, -0.08], [1.11, 3.80, -1.23], [4.62, -1.48, -2.61], [4.01, -1.89, -1.40], [2.82, -1.35, -1.01], [2.14, -0.40, -1.80], [0.88, 0.19, -1.44], [0.27, 1.04, -2.33], [0.86, 1.40, -3.57], [2.08, 0.89, -3.90], [2.74, -0.01, -3.03], [3.99, -0.57, -3.40], [5.57, -1.90, -2.90], [4.50, -2.62, -0.77], [2.37, -1.68, -0.08], [-0.71, 1.46, -2.12], [0.33, 2.06, -4.24], [2.55, 1.16, -4.83], [4.44, -0.25, -4.33], [0.49, -1.03, 1.47], [1.34, -1.14, 2.46], [2.18, 0.03, 2.77], [2.69, 0.83, 1.74], [3.47, 1.93, 2.05], [3.71, 2.27, 3.38], [3.19, 1.49, 4.40], [2.44, 0.36, 4.10], [1.52, -2.38, 3.18], [2.74, -2.66, 3.82], [2.91, -3.86, 4.48], [1.88, -4.79, 4.52], [0.67, -4.53, 3.88], [0.50, -3.34, 3.20], [2.50, 0.57, 0.71], [3.90, 2.52, 1.25], [4.33, 3.12, 3.62], [3.37, 1.75, 5.43], [2.04, -0.25, 4.90], [3.55, -1.95, 3.77], [3.86, -4.08, 4.96], [2.02, -5.73, 5.04], [-0.12, -5.26, 3.91], [-0.43, -3.14, 2.70]]
}



The structure with the least stability is (ii).



(i)
{
  "formula": "C3H4O",
  "method": "ωB97M-V with the def2-TZVPD basis set",
  "smiles": "C#CCO",
  "orbital_gap_ev": 10.6,
  "homo_energy_ev": -9.899,
  "charge": 0,
  "symbols": ["C", "C", "C", "H", "H", "H", "H", "O"],
  "coordinates": [[0.67, 0.64, 0.09], [-0.69, 0.15, -0.15], [-1.80, -0.27, 0.20], [1.29, -0.99, -0.76], [1.38, 1.22, -0.65], [0.54, 1.00, 1.16], [-2.75, -0.96, -0.09], [1.36, -0.78, 0.21]]
}



(ii)
{
  "formula": "C3H4O",
  "method": "ωB97M-V with the def2-TZVPD basis set",
  "smiles": "C=CC=O",
  "orbital_gap_ev": 10.0,
  "homo_energy_ev": -9.569,
  "charge": 0,
  "symbols": ["C", "C", "C", "O", "H", "H", "H", "H"],
  "coordinates": [[-1.26, -0.15, 0.01], [1.32, -0.12, -0.04], [-0.25, 0.66, -0.04], [2.54, 0.00, 0.00], [-2.23, 0.19, 0.18], [-1.05, -1.13, -0.06], [1.05, -1.27, 0.06], [-0.13, 1.81, -0.11]]
}



(iii)
{
  "formula": "C3H4O",
  "method": "ωB97M-V with the def2-TZVPD basis set",
  "smiles": "CC#CO",
  "orbital_gap_ev": 9.3,
  "homo_energy_ev": -8.721,
  "charge": 0,
  "symbols": ["C", "C", "C", "O", "H", "H", "H", "H"],
  "coordinates": [[0.20, 0.10, 0.04], [0.15, -0.81, 0.89], [-0.08, 1.04, -1.04], [0.45, -1.78, 1.69], [0.60, 0.72, -1.96], [-1.10, 0.71, -1.22], [-0.04, 2.10, -0.81], [-0.18, -2.10, 2.41]]
}



The structure with the least stability is (i).



(i)
{
  "formula": "C3H10NOS",
  "method": "ωB97M-V with the def2-TZVPD basis set",
  "orbital_gap_ev": 7.0,
  "homo_energy_ev": -2.880,
  "charge": -1,
  "symbols": ["C", "C", "C", "S", "N", "H", "H", "H", "H", "H", "H", "H", "H", "H", "H", "O"],
  "coordinates": [[1.39, 0.18, -0.50], [0.04, -0.35, -1.07], [-0.93, -0.62, 0.07], [-1.72, 0.88, 0.85], [-0.51, 0.60, -2.06], [1.94, -0.68, -0.13], [1.13, 1.04, 0.11], [1.93, 0.54, -1.38], [0.26, -1.29, -1.58], [-1.81, -1.16, -0.28], [-0.43, -1.26, 0.80], [-1.31, 0.09, -2.42], [-0.87, 1.37, -1.49], [-0.19, -0.34, 3.14], [0.41, 0.90, 2.73], [0.66, 0.09, 3.21]]
}



(ii)
{
  "formula": "C3H10NOS",
  "method": "ωB97M-V with the def2-TZVPD basis set",
  "orbital_gap_ev": 6.0,
  "homo_energy_ev": -2.526,
  "charge": -1,
  "symbols": ["C", "S", "H", "H", "H", "H", "C", "O", "C", "N", "H", "H", "H", "H", "H", "H"],
  "coordinates": [[1.53, -2.23, -0.89], [0.34, -2.28, -2.25], [1.11, -1.68, -0.03], [1.88, -3.23, -0.62], [2.38, -1.64, -1.24], [-0.75, -2.24, -1.47], [0.04, 0.39, 0.41], [1.08, -0.08, 1.14], [-0.47, 1.74, 0.95], [-1.77, 2.12, 0.38], [0.30, 0.58, -0.67], [-0.86, -0.29, 0.38], [-0.52, 1.69, 2.05], [0.27, 2.50, 0.68], [-2.54, 1.57, 0.74], [-2.00, 3.09, 0.43]]
}



The structure with the least stability is (ii).